DFT (ωB97M-V with the def2-TZVPD basis set) results for a molecular structure, C14H8F6GaN4O8S3.

Gap between HOMO and LUMO, eV: 7.997
Charge: -1
ΔE to the lowest compared entry with this formula, charge and spin, kcal/mol: 0.0

Each line ends with the natural charge from an NBO analysis.
Geometry (Å):
Ga: 11.088 11.416 5.928  1.7071
O: 7.631 15.989 4.108  -0.7388
C: 7.445 15.957 5.342  0.7217
O: 6.477 16.329 6.009  -0.7235
C: 8.607 15.183 6.006  0.0042
C: 8.380 14.348 7.096  -0.2472
C: 9.257 13.321 7.341  0.0541
N: 10.410 13.186 6.660  -0.6097
C: 10.674 14.084 5.662  0.0966
C: 9.847 15.135 5.383  -0.1991
C: 11.843 13.673 4.744  0.7591
O: 12.485 14.495 4.093  -0.5907
O: 12.066 12.374 4.714  -0.8436
H: 7.530 14.376 7.711  0.2377
H: 9.024 12.620 8.175  0.2246
H: 10.102 15.844 4.572  0.2748
F: 14.663 12.976 6.237  -0.3202
C: 15.281 11.851 6.745  0.7714
F: 15.955 12.151 7.825  -0.3015
F: 16.119 11.428 5.842  -0.2906
S: 13.917 10.496 7.123  2.2542
O: 12.638 11.214 7.235  -0.9608
O: 14.307 9.821 8.307  -0.8871
N: 14.218 9.680 5.815  -1.2433
S: 13.358 9.101 4.718  2.3023
O: 14.094 9.011 3.515  -0.8847
O: 11.991 9.682 4.741  -0.9638
C: 12.976 7.372 5.230  0.7203
F: 12.220 7.360 6.337  -0.3115
F: 14.082 6.700 5.519  -0.3152
F: 12.387 6.747 4.250  -0.2984
C: 5.009 10.960 5.479  -0.6435
C: 6.519 11.057 5.163  0.3031
C: 7.072 12.013 4.309  -0.3226
C: 8.437 12.178 4.230  0.1273
N: 9.226 11.448 4.992  -0.6335
C: 8.615 10.569 5.843  0.3275
S: 9.737 9.899 7.091  -0.2278
N: 7.325 10.266 5.845  -0.4892
H: 4.574 9.954 5.510  0.2313
H: 4.489 11.524 4.718  0.2163
H: 4.758 11.438 6.397  0.2374
H: 6.467 12.680 3.760  0.2422
H: 8.967 12.805 3.550  0.2332